C25H50BN5O5P | ωB97M-V/def2-TZVPD

```
! wB97M-V def2-TZVPD RIJCOSX def2/J DEFGRID3
* xyz 1 1
C 0.3532 -5.6701 1.2915
C 1.2173 -4.4235 1.4807
O 0.4969 -3.1994 1.3369
C 0.5525 -2.7934 -0.0043
N -0.3882 -1.6495 -0.2352
P -2.1456 -2.1790 -0.1579
C -2.5195 -2.8424 1.5332
C -2.4108 -3.6557 -1.2481
C -3.8637 -4.1880 -1.0335
C -0.1406 -0.6498 0.8849
N 1.2684 -0.4231 1.0836
C -0.8998 0.6883 0.6555
C -0.5184 1.6754 1.8323
O 0.1034 2.8346 1.3132
C 1.3762 3.0609 1.7915
C 2.4775 2.8560 0.9942
C 3.7516 3.1053 1.4193
C 4.9615 2.9098 0.5251
C 3.9762 3.5849 2.6941
C 2.8784 3.7898 3.4996
C 1.5970 3.5422 3.0728
C 0.3925 3.8284 3.9817
C 0.7702 4.1625 5.4279
C -0.3236 5.0747 3.3940
O -0.4438 1.2899 -0.5321
C -0.5579 0.4577 -1.6972
B -2.0444 0.6111 -2.2896
O -2.8340 -0.4609 -2.7178
O -2.5499 1.8702 -2.4004
C -3.6667 2.0101 -3.3028
C -3.9807 3.4965 -3.5314
C 0.0008 -0.9651 -1.5260
C -0.0617 -1.8486 -2.7841
C 1.2448 -1.7634 -3.6059
N 1.0380 -2.4816 -4.8653
N 2.3395 -2.4657 -2.9122
N 1.6107 -0.3709 -3.9529
H 0.9984 -6.5544 1.2750
H -0.4059 -5.8060 2.0656
H -0.1464 -5.6553 0.3134
H 2.0382 -4.4770 0.7503
H 1.6947 -4.4870 2.4619
H 1.5834 -2.5364 -0.2632
H 0.2829 -3.6520 -0.6312
H -1.9458 -3.7641 1.6707
H -3.5742 -3.1236 1.5569
H -2.3449 -2.1192 2.3291
H -2.3927 -3.2659 -2.2674
H -1.6759 -4.4491 -1.0907
H -4.4394 -3.5738 -0.3371
H -4.3997 -4.1189 -1.9842
H -3.8569 -5.2436 -0.7637
H -0.5124 -1.0285 1.8394
H 1.5008 -0.3559 2.0629
H 1.5914 0.4094 0.6016
H -1.9914 0.5724 0.7105
H -1.4581 2.0107 2.2909
H 0.0584 1.1789 2.6158
H 2.3497 2.4803 -0.0234
H 5.5761 2.0589 0.8330
H 5.5908 3.8043 0.5863
H 4.6864 2.8092 -0.5296
H 4.9840 3.8127 3.0229
H 3.0754 4.1952 4.4853
H -0.2852 2.9706 3.9879
H 1.2289 3.2876 5.9080
H -0.0875 4.4693 6.0314
H 1.5043 4.9711 5.4984
H -1.0519 5.4760 4.1086
H 0.3904 5.8642 3.1453
H -0.8949 4.8146 2.4971
H 0.0950 0.9365 -2.4368
H -3.4986 -0.6827 -2.0543
H -3.4202 1.5942 -4.2816
H -4.5781 1.5682 -2.8892
H -4.8211 3.5046 -4.2352
H -3.1355 3.9499 -4.0555
H -4.2461 4.0025 -2.6035
H 1.0811 -0.8093 -1.3954
H -0.8556 -1.5811 -3.4855
H -0.1504 -2.9158 -2.5800
H 0.6378 -1.7945 -5.5025
H 1.9326 -2.7195 -5.2845
H 2.7532 -1.8718 -2.1994
H 3.0992 -2.6823 -3.5492
H 2.4695 -0.4341 -4.4974
H 1.9087 0.1425 -3.1224
*
```

## Properties
Orbital gap in eV: 8.83
Energy in a.u.: -1998.5841
Relative energy (zero: lowest compared OMol25 entry of this formula, charge and spin) in eV: 0.0000
Structure (SMILES): CCOC[N@@+]1(P(C)CC)[C@@H](N)[C@@H](COc2cc(C)ccc2C(C)C)O[C@H](B(O)OCC)[C@@H]1CC(N)(N)N